Run a
{"formula": "C5H10N2S", "method": "wB97M-V/def2-TZVPD", "symbols": ["H", "H", "C", "C", "N", "H", "C", "H", "S", "C", "H", "H", "H", "H", "H", "H", "C", "N"], "positions_angstrom": [[2.162, 0.205, -1.348], [1.319, -1.949, 0.045], [0.888, -0.978, -0.189], [1.423, -0.560, -1.525], [-0.739, 1.714, -0.074], [-1.320, 2.255, -0.635], [-0.950, -1.286, 1.610], [-0.583, -0.667, 2.654], [-2.395, -0.131, -1.061], [-1.116, 0.462, -0.189], [1.167, 2.150, -0.106], [1.789, -1.438, -2.151], [0.431, 2.286, 1.500], [0.664, -0.135, -2.309], [-0.586, -2.454, 1.656], [-2.142, -1.112, 1.288], [-0.293, -0.689, 0.347], [0.281, 2.325, 0.488]], "lowdin_charge": [0.05, 0.10, -0.16, -0.12, -0.11, 0.10, -0.10, 0.13, 0.67, -0.80, 0.13, 0.09, 0.11, 0.10, 0.11, 0.09, -0.42, 0.03], "gap_ev": 8.8}

---

Run b
{"formula": "C5H10N2S", "method": "wB97M-V/def2-TZVPD", "symbols": ["N", "H", "C", "N", "H", "H", "H", "H", "H", "S", "C", "H", "C", "H", "H", "H", "C", "C"], "positions_angstrom": [[1.589, 0.554, -0.810], [-0.466, -1.559, 1.683], [-0.050, -0.674, 1.197], [2.040, -0.633, -0.220], [-0.086, -2.011, -1.111], [-1.022, -0.829, -1.994], [0.381, 1.932, 0.306], [1.787, -1.920, 1.314], [2.223, 0.758, -1.583], [-2.135, 0.780, 0.107], [1.392, 1.747, 0.056], [1.689, 2.579, -0.562], [1.342, -1.060, 0.770], [-1.835, -2.070, -1.049], [-0.045, 0.146, 1.946], [2.038, 1.779, 0.915], [-1.009, -0.387, 0.000], [-0.992, -1.416, -1.086]], "lowdin_charge": [-0.10, 0.11, -0.21, 0.00, 0.07, 0.08, 0.01, 0.11, 0.11, 0.72, -0.09, 0.08, -0.20, 0.08, 0.11, 0.08, -0.82, -0.13], "gap_ev": 8.5}

---

Run c
{"formula": "C5H10N2S", "method": "wB97M-V/def2-TZVPD", "symbols": ["N", "H", "H", "H", "C", "H", "N", "H", "H", "H", "H", "H", "C", "C", "C", "S", "H", "C"], "positions_angstrom": [[-2.520, -0.068, -0.626], [2.768, 0.504, 0.151], [0.192, 2.282, 0.706], [2.331, -1.249, -0.122], [-0.689, -1.057, 0.308], [-2.764, -1.624, 0.470], [-2.119, -0.849, 0.416], [-0.499, -1.885, -0.404], [-1.537, 1.321, -1.806], [3.267, -0.392, -1.318], [-0.892, 1.117, 1.636], [0.907, 0.907, 1.584], [0.010, 1.222, 0.989], [-1.498, 0.636, -0.994], [-0.243, 0.322, -0.247], [1.035, 0.257, -1.493], [-0.232, -1.176, 1.330], [2.484, -0.268, -0.579]], "lowdin_charge": [0.04, 0.04, 0.09, 0.04, -0.19, 0.12, -0.09, 0.12, 0.10, 0.03, 0.09, 0.08, -0.08, -0.20, -0.78, 0.87, 0.13, -0.40], "gap_ev": 9.3}

---

Run d
{"formula": "C5H10N2S", "method": "wB97M-V/def2-TZVPD", "symbols": ["H", "H", "S", "H", "C", "H", "H", "N", "C", "N", "H", "C", "H", "C", "H", "H", "H", "C"], "positions_angstrom": [[-2.558, 0.844, -0.685], [-1.850, 0.767, -2.412], [-1.146, -1.376, 0.292], [-0.091, -0.674, -3.161], [1.423, 0.694, 1.683], [0.793, -1.180, 4.186], [-0.672, -2.234, -2.469], [0.528, -0.367, 3.642], [-0.111, -1.260, -2.288], [1.329, 0.138, 2.744], [-1.065, 1.604, -1.278], [1.783, 1.382, 0.605], [1.907, 0.848, -0.347], [-1.606, 0.684, -1.334], [-0.476, -0.428, 3.361], [1.762, 2.443, 0.608], [0.954, -1.290, -2.056], [-0.903, -0.596, -1.090]], "lowdin_charge": [0.11, 0.08, 0.70, 0.04, -0.20, 0.10, 0.10, 0.01, -0.10, -0.04, 0.06, -0.04, 0.04, -0.17, 0.10, 0.02, 0.07, -0.87], "gap_ev": 8.1}

---

Tell me which of them is the most stable. Sure, it is run c.

---

Run a
{"formula": "C5H10N2S", "method": "wB97M-V/def2-TZVPD", "symbols": ["C", "H", "N", "C", "H", "C", "H", "H", "C", "H", "H", "S", "H", "H", "H", "H", "C", "N"], "positions_angstrom": [[0.505, 0.523, -0.992], [-1.213, 2.207, 0.207], [0.127, -0.790, 0.889], [-0.186, 0.344, 0.171], [-0.454, 1.684, -2.621], [0.443, 1.508, -2.107], [-0.294, -1.908, 2.487], [0.367, -2.611, -0.097], [0.899, -1.682, 0.212], [1.847, -2.036, 0.685], [-1.131, -2.328, 1.315], [1.553, -0.921, -1.314], [0.781, 2.427, -1.676], [1.188, 1.138, -2.825], [-2.003, 0.817, 1.217], [-0.494, 1.674, 1.784], [-1.073, 1.337, 0.871], [-0.860, -1.384, 1.797]], "lowdin_charge": [-0.51, 0.08, -0.26, -0.36, 0.06, -0.11, 0.08, 0.08, -0.51, 0.08, 0.11, 0.91, 0.07, 0.06, 0.08, 0.10, -0.03, 0.07], "gap_ev": 7.7}

---

Run b
{"formula": "C5H10N2S", "method": "wB97M-V/def2-TZVPD", "symbols": ["H", "H", "H", "C", "C", "H", "N", "C", "N", "H", "H", "C", "H", "H", "S", "C", "H", "H"], "positions_angstrom": [[1.542, -2.240, 1.942], [3.818, 0.138, 0.684], [-4.041, -1.198, 0.015], [-2.241, -0.301, -0.434], [2.077, -1.297, 1.876], [1.646, -0.707, 2.646], [0.561, -0.408, 0.250], [0.295, 0.548, -0.552], [1.935, -0.716, 0.588], [2.517, 1.342, 0.848], [0.992, 1.159, -1.078], [2.818, 0.395, 0.349], [2.858, 0.643, -0.695], [-4.172, 0.527, -0.483], [-1.291, 1.023, -1.115], [-3.539, -0.269, -0.219], [-1.584, -1.145, -0.137], [3.155, -1.471, 2.104]], "lowdin_charge": [0.08, 0.08, 0.06, -0.51, -0.11, 0.06, 0.02, -0.54, -0.27, 0.10, 0.04, -0.12, 0.06, 0.04, 0.92, -0.08, 0.07, 0.10], "gap_ev": 8.9}

---

Run c
{"formula": "C5H10N2S", "method": "wB97M-V/def2-TZVPD", "symbols": ["C", "N", "C", "H", "H", "H", "C", "H", "H", "C", "H", "H", "H", "N", "C", "H", "H", "S"], "positions_angstrom": [[-1.161, 0.945, -0.970], [-2.375, 0.628, -0.211], [0.769, -0.972, -0.071], [2.760, -0.492, 0.692], [2.478, -2.046, 0.461], [1.823, -1.475, 1.822], [1.976, -1.220, 0.783], [-0.708, 1.083, 1.827], [-1.186, 0.486, -2.044], [1.307, 1.106, -0.961], [-2.603, 1.308, 0.545], [-1.086, 2.056, -1.126], [-3.148, 0.425, -0.890], [2.159, 1.311, -1.702], [0.311, 0.538, -0.028], [-0.133, -1.624, 0.138], [0.983, -1.044, -1.149], [0.384, 1.617, 1.489]], "lowdin_charge": [-0.22, -0.05, -0.23, 0.08, 0.04, 0.08, -0.12, -0.20, 0.14, -0.36, 0.07, 0.10, 0.09, 0.17, -0.65, 0.13, 0.11, 0.81], "gap_ev": 9.9}

---

Tell me which of them is the most stable. Sure, it is run c.

---

Run a
{"formula": "C4H10N4", "method": "wB97M-V/def2-TZVPD", "symbols": ["C", "H", "H", "H", "H", "H", "C", "N", "H", "N", "N", "C", "H", "H", "H", "H", "C", "N"], "positions_angstrom": [[-0.077, -0.304, -0.308], [2.855, 1.707, 1.728], [-2.230, -0.537, 2.081], [0.654, 0.448, -2.120], [-3.124, -1.416, -0.220], [0.675, 0.426, 1.605], [-1.215, -0.696, 0.192], [-2.095, -1.709, -0.357], [3.456, 2.333, 0.246], [-2.048, 0.096, 1.211], [2.534, 2.118, 0.813], [0.783, 0.401, 0.530], [-1.218, 0.766, 1.484], [-1.954, -1.817, -1.435], [1.361, -1.209, -1.534], [-0.394, -1.261, -2.325], [0.329, -0.611, -1.652], [1.708, 1.264, 0.064]], "lowdin_charge": [-0.40, 0.08, 0.11, 0.12, 0.11, 0.11, -0.36, 0.04, 0.12, 0.05, -0.06, -0.16, 0.08, 0.10, 0.12, 0.10, -0.08, -0.07], "gap_ev": 8.4}

---

Run b
{"formula": "C4H10N4", "method": "wB97M-V/def2-TZVPD", "symbols": ["H", "C", "N", "N", "H", "H", "H", "C", "H", "C", "H", "H", "C", "H", "H", "N", "N", "H"], "positions_angstrom": [[1.111, 2.041, 1.319], [-1.432, -1.009, 0.404], [2.770, -0.819, -0.257], [-0.625, -0.022, -0.185], [-1.580, 0.367, -2.324], [-1.072, -2.024, 0.697], [3.277, -1.626, -0.855], [1.594, -0.604, -0.639], [2.438, 0.423, 1.520], [-1.282, 1.019, -1.088], [0.358, 0.334, 2.140], [-0.306, 1.902, -0.948], [1.256, 0.789, 1.360], [1.106, -1.242, -1.486], [-3.195, -0.092, 0.235], [0.731, 0.128, 0.063], [-2.723, -1.019, 0.541], [-2.428, 1.454, -0.498]], "lowdin_charge": [0.11, -0.30, 0.03, -0.24, 0.17, 0.12, 0.11, -0.37, 0.11, -0.09, 0.13, 0.15, -0.05, 0.15, 0.03, -0.23, 0.05, 0.12], "gap_ev": 9.6}

---

Run c
{"formula": "C4H10N4", "method": "wB97M-V/def2-TZVPD", "symbols": ["N", "H", "C", "H", "H", "H", "H", "H", "N", "N", "N", "H", "C", "H", "H", "C", "H", "C"], "positions_angstrom": [[0.654, -0.084, -1.134], [1.224, 1.686, 1.340], [1.771, 1.578, 0.376], [2.179, -1.886, 0.153], [-1.503, -0.508, -2.019], [2.892, 1.702, 0.681], [-0.483, 0.395, 0.515], [1.364, -1.054, 1.507], [-1.715, -0.490, -1.078], [-4.027, -0.850, -0.968], [1.837, 0.145, -0.234], [-2.849, -0.087, 0.680], [2.084, -0.957, 0.672], [3.033, -0.576, 0.976], [1.576, 2.094, -0.540], [-0.526, 0.152, -0.502], [-4.639, -0.747, -0.059], [-2.872, -0.512, -0.366]], "lowdin_charge": [0.05, 0.07, -0.08, 0.07, 0.10, 0.10, 0.08, 0.08, 0.04, 0.03, -0.31, 0.13, -0.12, 0.07, 0.06, -0.12, 0.06, -0.32], "gap_ev": 9.2}

---

Tell me which of them is the most stable. Sure, it is run a.

---

Run a
{"formula": "C4H10N4", "method": "wB97M-V/def2-TZVPD", "symbols": ["C", "N", "C", "N", "H", "H", "H", "H", "C", "H", "H", "C", "N", "N", "H", "H", "H", "H"], "positions_angstrom": [[1.342, 2.277, -0.084], [-1.115, -1.842, -0.582], [0.917, 1.061, -0.252], [-1.527, 0.306, 1.878], [2.499, -0.774, -1.121], [1.214, -1.623, -1.990], [-0.645, 0.552, 2.316], [-0.939, -2.223, 0.349], [0.516, -0.143, -0.620], [1.522, -2.002, -0.290], [-1.506, 1.309, 0.074], [1.504, -1.200, -1.028], [-0.834, -0.479, -0.635], [-1.601, 0.387, 0.494], [-2.088, -1.980, -0.832], [1.683, 2.647, 0.876], [-2.315, 0.737, 2.347], [1.373, 2.992, -0.900]], "lowdin_charge": [-0.01, 0.04, -0.09, -0.03, 0.08, 0.08, 0.06, 0.08, -0.34, 0.07, 0.09, -0.05, -0.13, -0.12, 0.09, 0.05, 0.07, 0.06], "gap_ev": 9.1}

---

Run b
{"formula": "C4H10N4", "method": "wB97M-V/def2-TZVPD", "symbols": ["N", "C", "H", "C", "H", "H", "H", "H", "H", "H", "C", "H", "N", "H", "C", "N", "N", "H"], "positions_angstrom": [[1.517, -0.503, 1.026], [-0.253, -1.338, -0.191], [0.462, -2.193, -0.296], [0.013, -0.623, 1.093], [-2.266, 0.719, -0.877], [2.047, 0.207, 0.357], [-0.023, 2.618, -0.369], [1.827, -0.396, 2.032], [1.644, 1.354, -1.851], [-0.900, 1.160, 1.723], [-0.654, 0.649, 0.725], [0.577, 0.246, -2.074], [-1.721, 0.123, -0.099], [1.379, 1.697, 0.366], [0.497, 1.491, -0.276], [1.058, 0.665, -1.319], [-1.159, -1.009, -0.913], [-0.237, -1.410, 2.013]], "lowdin_charge": [-0.05, -0.29, 0.13, -0.35, 0.16, 0.10, 0.14, 0.08, 0.11, 0.15, -0.28, 0.06, -0.05, 0.07, -0.23, -0.03, 0.07, 0.20], "gap_ev": 9.3}

---

Run c
{"formula": "C4H10N4", "method": "wB97M-V/def2-TZVPD", "symbols": ["H", "H", "N", "H", "N", "H", "C", "C", "H", "N", "C", "H", "H", "N", "H", "H", "H", "C"], "positions_angstrom": [[2.334, 3.143, -0.093], [1.577, 0.896, -0.291], [0.370, 2.596, -0.146], [1.124, -2.403, 0.693], [1.458, 3.455, -0.368], [0.295, -1.453, 2.005], [-1.001, -1.893, 0.267], [0.280, -1.760, 0.940], [-0.605, -3.792, -0.767], [-0.392, 0.399, 0.208], [-1.420, -3.131, -0.472], [-1.832, -1.471, 0.850], [-1.992, -3.862, 0.122], [-0.056, -0.926, -0.227], [-0.469, 2.985, 0.147], [-2.110, -2.823, -1.328], [1.547, 3.499, -1.423], [0.552, 1.219, -0.098]], "lowdin_charge": [0.03, 0.13, -0.09, 0.10, 0.00, 0.11, -0.39, -0.14, 0.07, 0.02, -0.07, 0.14, 0.07, -0.08, 0.10, 0.10, 0.10, -0.20], "gap_ev": 9.2}

---

Run d
{"formula": "C4H10N4", "method": "wB97M-V/def2-TZVPD", "symbols": ["N", "H", "C", "H", "H", "H", "H", "C", "C", "N", "H", "H", "H", "H", "N", "N", "C", "H"], "positions_angstrom": [[0.637, -2.356, -0.831], [2.147, 1.655, -0.771], [-0.157, 2.003, 0.946], [-0.089, -2.965, -1.195], [0.198, 2.788, 0.268], [-2.500, 0.115, -0.090], [0.449, 2.035, 1.856], [0.266, -1.119, -0.445], [0.805, 0.147, -0.428], [-0.113, 0.715, 0.328], [1.474, -2.435, -1.400], [-0.580, -1.047, 1.623], [-2.714, -1.231, 0.842], [-1.196, 2.214, 1.237], [-2.098, -0.775, 0.178], [1.792, 0.756, -1.065], [-0.746, -0.721, 0.590], [2.425, 0.218, -1.642]], "lowdin_charge": [0.05, 0.09, -0.08, 0.08, 0.08, 0.08, 0.07, -0.30, -0.42, -0.09, 0.08, 0.14, 0.07, 0.08, 0.06, 0.15, -0.24, 0.10], "gap_ev": 6.2}

---

Tell me which of them is the most stable. Sure, it is run d.